Molecular formula: C2H5Cl4HgO
Method: DFT, wB97M-V/def2-TZVPD

```
13
Properties=species:S:1:pos:R:3:forces:R:3:lowdin_spin:R:1
Hg 0.1958 -0.5850 -1.6369 -1.124 0.266 -0.553 0.32
Cl -1.1431 -2.9023 -1.3176 -0.024 -0.429 -0.042 0.07
Cl 1.1652 -0.6504 0.8961 0.784 0.340 1.210 0.10
Cl 2.6553 -1.1614 -2.4564 0.643 -0.084 -0.281 0.19
Cl 0.8524 -0.8826 3.7955 0.327 0.053 0.308 0.01
O -1.8333 0.4153 -0.9159 -0.264 1.502 -0.265 0.22
C -2.1915 1.7125 -1.3850 0.004 -2.277 0.597 0.02
C 2.0500 -0.7121 2.4808 -0.347 -0.411 -0.808 0.04
H -1.6873 1.9048 -2.3321 0.133 0.737 -0.115 0.01
H -2.1223 2.5093 -0.6444 1.027 0.551 0.300 0.00
H 2.6550 0.1818 2.6326 -0.304 -0.070 -0.010 0.00
H 2.6711 -1.6065 2.4319 -0.124 0.146 0.275 0.00
H -3.2672 1.7766 -1.5486 -0.731 -0.323 -0.616 0.00
```
Forces are in eV/Å.

Properties
<S²> = 0.757
total charge = -2
HOMO (alpha / beta) = 1.57 / -0.71 eV
2S+1 = 2
energy relative to the best compared isomer or geometry (same formula, charge and spin) = 0.0842 eV